{
  "formula": "C19H51CrN4O11S5",
  "method": "ωB97M-V/def2-TZVPD",
  "species": ["Cr", "N", "O", "O", "O", "C", "C", "O", "N", "C", "H", "H", "H", "H", "H", "H", "H", "C", "C", "O", "N", "C", "H", "H", "H", "H", "H", "H", "H", "C", "C", "O", "N", "C", "H", "H", "H", "H", "H", "H", "H", "C", "S", "O", "C", "H", "H", "H", "H", "H", "H", "C", "S", "O", "C", "H", "H", "H", "H", "H", "H", "C", "S", "O", "C", "H", "H", "H", "H", "H", "H", "C", "S", "O", "C", "H", "H", "H", "H", "H", "H", "C", "S", "O", "C", "H", "H", "H", "H", "H", "H"],
  "positions_angstrom": [[-0.105, -15.653, -17.252], [-1.204, -15.677, -14.320], [-1.258, -15.314, -13.087], [-0.106, -15.511, -15.005], [-2.252, -16.032, -15.021], [-4.427, -13.813, -12.629], [-3.699, -12.923, -11.648], [-4.282, -12.066, -11.010], [-2.357, -13.069, -11.707], [-1.443, -12.366, -10.824], [-3.828, -14.628, -13.055], [-4.775, -13.227, -13.477], [-5.192, -14.439, -12.163], [-2.020, -13.901, -12.197], [-1.226, -11.404, -11.299], [-0.481, -12.868, -10.731], [-1.839, -12.166, -9.832], [2.153, -15.237, -12.114], [2.554, -16.346, -11.183], [3.194, -17.289, -11.625], [2.173, -16.242, -9.897], [2.337, -17.235, -8.857], [2.691, -14.345, -11.758], [1.128, -14.887, -11.966], [2.419, -15.417, -13.149], [1.485, -15.534, -9.701], [2.777, -18.169, -9.198], [1.345, -17.543, -8.514], [2.901, -16.807, -8.031], [-2.043, -12.438, -15.374], [-1.434, -12.595, -16.746], [-1.178, -13.721, -17.171], [-1.159, -11.465, -17.423], [-0.580, -11.482, -18.757], [-3.010, -12.949, -15.434], [-2.327, -11.413, -15.126], [-1.499, -12.894, -14.552], [-1.406, -10.583, -17.011], [-1.206, -10.899, -19.433], [-0.474, -12.505, -19.103], [0.407, -11.013, -18.746], [-3.251, -18.190, -12.125], [-4.993, -17.709, -11.910], [-5.675, -19.017, -11.585], [-5.362, -17.424, -13.667], [-2.717, -17.358, -12.593], [-3.218, -19.064, -12.776], [-2.805, -18.450, -11.169], [-4.896, -18.218, -14.257], [-4.890, -16.485, -13.959], [-6.434, -17.506, -13.821], [-2.135, -19.395, -18.440], [-0.760, -19.268, -17.273], [-0.633, -17.719, -16.965], [-1.467, -19.941, -15.759], [-1.924, -18.938, -19.405], [-3.031, -18.886, -18.070], [-2.435, -20.434, -18.569], [-1.531, -21.032, -15.785], [-2.464, -19.532, -15.600], [-0.853, -19.796, -14.866], [4.023, -13.473, -16.283], [2.496, -13.043, -17.138], [1.526, -14.181, -16.934], [2.048, -11.716, -15.983], [4.047, -13.436, -15.189], [4.910, -12.959, -16.648], [4.203, -14.549, -16.398], [1.117, -11.280, -16.339], [2.898, -11.029, -16.027], [1.956, -11.954, -14.923], [-3.502, -14.193, -19.626], [-3.281, -15.853, -18.838], [-1.858, -15.944, -18.349], [-4.258, -15.529, -17.347], [-4.545, -14.054, -19.901], [-2.864, -14.189, -20.506], [-3.175, -13.437, -18.915], [-4.305, -16.416, -16.719], [-5.293, -15.387, -17.678], [-3.904, -14.645, -16.828], [4.083, -17.821, -17.334], [2.900, -17.223, -16.106], [1.734, -16.739, -16.927], [2.508, -18.863, -15.423], [4.966, -18.238, -16.847], [4.356, -16.977, -17.966], [3.719, -18.626, -17.975], [3.387, -19.315, -14.965], [2.058, -19.543, -16.144], [1.792, -18.687, -14.617]],
  "energy_ev": -131592.1226,
  "de_lowest_ev": 0.0000,
  "e_lumo_ev": [-2.1, -5.4],
  "homo_energy_ev": [-7.5, -10.4],
  "total_charge": 1,
  "multiplicity": 9,
  "orbital_gap_ev": [5.400, 5.021]
}